[1]
Formula: C5H7N
Source: the Open Molecules 2025 dataset
Level of theory: ωB97M-V/def2-TZVPD

For the LUMO energy, the calculation gives 0.962 eV. As for the total charge: 0. The value obtained for the HOMO energy is -8.61 eV. As for the frontier orbital gap: 9.57 eV.

```
13
Properties=species:S:1:pos:R:3:forces:R:3
C -1.170 -1.006 0.529 0.5 -0.4 -1.9
C -0.991 0.221 -0.265 0.4 3.7 1.6
N -0.309 1.885 0.120 -1.5 -1.3 0.6
C 0.321 0.821 -0.584 0.2 -0.9 -0.8
C 1.472 0.130 -0.015 0.6 -0.2 0.1
C 2.413 -0.463 0.447 -0.3 0.3 -0.2
H -0.328 -1.495 1.022 0.0 0.6 0.0
H -2.124 -1.148 1.093 0.6 -0.1 -1.2
H -1.007 -1.272 -0.659 -1.3 -2.1 2.4
H -1.884 0.461 -0.825 0.4 0.3 -0.4
H -0.080 1.823 1.110 0.2 -0.1 0.0
H 0.458 1.044 -1.635 0.3 0.1 -0.2
H 3.268 -0.965 0.840 -0.1 0.1 0.0
```
Forces are in eV/Å.

[2]
Formula: C5H7N
Source: the Open Molecules 2025 dataset
Level of theory: ωB97M-V/def2-TZVPD

For the LUMO energy, the calculation gives 1.056 eV. As for the total charge: 0. The value obtained for the HOMO energy is -7.96 eV. As for the frontier orbital gap: 9.01 eV.

```
13
Properties=species:S:1:pos:R:3:forces:R:3
C 1.902 -0.034 -0.142 0.1 0.0 0.0
C 0.448 0.052 0.192 -0.1 0.0 -0.2
C -0.384 1.142 0.297 0.1 0.0 -0.1
C -1.721 0.685 0.118 -0.1 -0.1 0.0
C -1.668 -0.674 -0.049 -0.1 0.0 0.0
N -0.352 -1.050 0.018 0.1 0.0 -0.1
H 2.453 -0.811 0.399 -0.1 0.1 0.1
H 1.973 -0.269 -1.213 0.2 0.1 0.2
H 2.405 0.924 0.011 -0.1 -0.1 0.1
H -0.065 2.166 0.449 0.0 -0.2 -0.1
H -2.610 1.296 0.047 0.1 -0.1 0.2
H -2.442 -1.400 -0.252 0.1 0.1 0.2
H -0.011 -1.996 -0.038 -0.1 0.1 -0.1
```
Forces are in eV/Å.

[3]
Formula: C5H7N
Source: the Open Molecules 2025 dataset
Level of theory: ωB97M-V/def2-TZVPD

For the LUMO energy, the calculation gives 1.133 eV. As for the total charge: 0. The value obtained for the HOMO energy is -7.65 eV. As for the frontier orbital gap: 8.78 eV.

```
13
Properties=species:S:1:pos:R:3:forces:R:3
C -1.056 1.109 0.187 -0.3 -1.5 0.6
C -1.029 -0.725 0.201 0.1 2.4 -1.5
C -0.286 0.616 -0.868 -0.3 -0.8 -0.2
N 1.018 -0.002 -0.734 0.5 0.1 -0.2
C 1.407 -0.204 0.673 0.2 0.1 0.3
C 0.468 -1.124 0.040 0.1 0.0 0.2
H -0.658 1.440 1.137 0.1 0.0 -0.2
H -1.953 1.670 -0.120 0.1 -1.0 0.3
H -1.602 -1.240 -0.577 -0.4 0.5 0.3
H -0.634 0.734 -1.890 0.1 -0.1 0.2
H 1.031 0.443 1.459 0.1 0.0 -0.1
H 2.456 -0.461 0.739 -0.1 0.0 0.1
H 0.763 -2.137 -0.255 -0.4 0.3 0.2
```
Forces are in eV/Å.

[4]
Formula: C5H7N
Source: the Open Molecules 2025 dataset
Level of theory: ωB97M-V/def2-TZVPD

For the LUMO energy, the calculation gives 1.093 eV. As for the total charge: 0. The value obtained for the HOMO energy is -9.24 eV. As for the frontier orbital gap: 10.34 eV.

```
13
Properties=species:S:1:pos:R:3:forces:R:3
C -1.319 -0.944 0.314 0.0 0.0 0.1
C -0.970 0.315 -0.431 -0.2 -0.2 -0.1
N -0.519 1.520 0.261 -0.1 0.1 0.2
C 0.422 0.774 -0.577 0.2 -0.1 -0.2
C 1.523 0.059 -0.001 0.8 0.0 -0.4
C 2.630 -0.382 0.156 -0.2 0.2 0.3
H -0.578 -1.173 1.088 -0.1 0.1 -0.1
H -2.298 -0.823 0.786 0.1 -0.1 0.0
H -1.369 -1.798 -0.370 0.0 0.1 0.1
H -1.597 0.537 -1.290 -0.1 0.0 0.1
H -0.308 1.314 1.238 -0.1 0.0 -0.2
H 0.744 1.255 -1.496 -0.3 0.2 0.1
H 3.639 -0.655 0.322 0.1 -0.3 0.1
```
Forces are in eV/Å.

[5]
Formula: C5H7N
Source: the Open Molecules 2025 dataset
Level of theory: ωB97M-V/def2-TZVPD

For the LUMO energy, the calculation gives 1.216 eV. As for the total charge: 0. The value obtained for the HOMO energy is -8.50 eV. As for the frontier orbital gap: 9.71 eV.

```
13
Properties=species:S:1:pos:R:3:forces:R:3
C 1.106 -0.518 -0.123 0.0 0.0 -0.1
C 1.074 0.673 0.817 -0.2 0.0 0.0
C -0.129 1.243 0.773 0.2 0.0 0.0
C -0.207 -0.331 -0.897 0.2 0.0 -0.3
C -1.490 -0.696 -0.260 -0.1 -0.1 0.0
N -1.000 0.696 -0.223 0.0 0.3 0.0
H 1.178 -1.474 0.419 -0.1 0.2 -0.1
H 1.961 -0.479 -0.803 -0.1 0.0 0.1
H 1.941 1.049 1.355 -0.3 -0.2 0.1
H -0.418 2.190 1.222 -0.1 -0.4 0.2
H -0.137 -0.171 -1.968 0.0 -0.4 0.0
H -1.482 -1.404 0.573 0.2 0.6 0.2
H -2.382 -0.774 -0.880 0.2 -0.1 0.1
```
Forces are in eV/Å.

[6]
Formula: C5H7N
Source: the Open Molecules 2025 dataset
Level of theory: ωB97M-V/def2-TZVPD

For the LUMO energy, the calculation gives 0.833 eV. As for the total charge: 0. The value obtained for the HOMO energy is -8.09 eV. As for the frontier orbital gap: 8.92 eV.

```
13
Properties=species:S:1:pos:R:3:forces:R:3
C -0.284 1.039 1.459 0.0 0.1 0.0
C 0.126 0.127 0.340 0.1 -0.1 -0.1
C -0.553 0.075 -0.998 0.0 0.0 0.1
N 0.022 -1.145 -1.552 0.2 -0.1 -0.2
C 1.062 -1.657 -0.901 -0.5 0.3 0.1
C 1.090 -0.813 0.327 0.0 0.0 0.1
H 0.576 1.339 2.064 -0.1 -0.1 -0.1
H -0.796 1.941 1.110 0.1 -0.1 0.0
H -0.981 0.515 2.128 0.1 0.1 -0.2
H -1.649 0.121 -0.996 0.2 -0.2 0.1
H -0.248 -1.460 -2.473 0.1 0.0 0.1
H -0.176 0.889 -1.630 -0.2 0.2 0.2
H 1.810 -0.971 1.124 -0.2 0.0 -0.1
```
Forces are in eV/Å.

[7]
Formula: C5H7N
Source: the Open Molecules 2025 dataset
Level of theory: ωB97M-V/def2-TZVPD

For the LUMO energy, the calculation gives 0.792 eV. As for the total charge: 0. The value obtained for the HOMO energy is -9.57 eV. As for the frontier orbital gap: 10.36 eV.

```
13
Properties=species:S:1:pos:R:3:forces:R:3
C -0.438 -1.400 -1.131 0.0 -0.1 -0.1
C -0.018 -0.567 0.090 0.1 0.0 0.2
C 1.017 0.509 -0.082 0.0 -0.1 0.2
C 0.630 1.573 0.637 0.1 -0.2 -0.2
C -0.698 1.234 1.167 -0.2 -0.2 -0.1
N -1.108 0.058 0.846 0.2 0.2 0.0
H -1.519 -1.365 -1.283 0.2 0.1 0.1
H 0.056 -1.066 -2.049 -0.1 0.0 0.2
H -0.168 -2.449 -0.979 -0.1 0.1 -0.1
H 1.942 0.347 -0.621 0.0 0.2 0.1
H 1.181 2.486 0.831 -0.1 -0.1 -0.1
H -1.321 1.905 1.760 0.1 -0.2 -0.1
H 0.444 -1.264 0.813 -0.1 0.1 -0.1
```
Forces are in eV/Å.

[8]
Formula: C5H7N
Source: the Open Molecules 2025 dataset
Level of theory: ωB97M-V/def2-TZVPD

For the LUMO energy (spin up / spin down), the calculation gives -0.113 / -0.112 eV. As for the total charge: 0. The value obtained for the HOMO energy (spin up / spin down) is -8.82 / -8.82 eV. As for the frontier orbital gap (spin up / spin down): 8.70 / 8.71 eV.

```
13
Properties=species:S:1:pos:R:3:forces:R:3
C 1.206 0.656 0.251 0.0 0.1 -0.1
C 0.288 -0.462 -0.216 0.2 -0.1 0.3
C -0.385 -1.065 0.970 0.0 -0.1 0.2
C -1.235 -0.344 -0.078 -0.1 0.0 -0.2
C -1.256 0.910 -0.736 0.4 0.1 -0.6
N -0.719 1.303 -1.739 -0.3 -0.2 0.6
H 1.436 1.384 -0.530 0.0 -0.1 0.1
H 2.145 0.187 0.568 -0.1 0.0 0.0
H 0.802 1.201 1.120 0.0 -0.1 -0.1
H 0.097 0.220 -1.685 -0.1 0.1 0.0
H -0.204 -0.625 1.952 0.0 0.0 -0.2
H -0.664 -2.116 1.004 0.0 0.2 0.0
H -1.847 -1.030 -0.658 0.1 0.1 0.1
```
Forces are in eV/Å.

[9]
Formula: C5H7N
Source: the Open Molecules 2025 dataset
Level of theory: ωB97M-V/def2-TZVPD

For the LUMO energy (spin up / spin down), the calculation gives -0.656 / -0.672 eV. As for the total charge: 0. The value obtained for the HOMO energy (spin up / spin down) is -9.18 / -9.14 eV. As for the frontier orbital gap (spin up / spin down): 8.52 / 8.46 eV.

```
13
Properties=species:S:1:pos:R:3:forces:R:3
N 0.062 2.710 0.171 -0.4 -1.1 0.0
C -0.484 1.687 0.182 0.5 0.8 0.0
C -1.243 0.428 0.218 -0.1 0.0 -0.1
C -0.427 -0.747 0.698 0.0 -0.2 0.0
C 1.932 0.616 -0.713 0.4 0.2 -0.2
C -0.428 -1.926 0.093 0.0 0.1 0.1
H -1.634 0.239 -0.787 0.1 0.0 0.1
H -2.107 0.589 0.878 0.1 0.0 -0.1
H 0.174 -0.577 1.588 -0.1 -0.1 -0.1
H 2.800 1.025 -0.150 -0.3 0.0 0.0
H 2.124 0.982 -1.746 -0.2 0.0 0.2
H -0.987 -2.096 -0.824 0.0 0.0 0.1
H 0.170 -2.751 0.468 -0.1 0.1 0.0
```
Forces are in eV/Å.

[10]
Formula: C5H7N
Source: the Open Molecules 2025 dataset
Level of theory: ωB97M-V/def2-TZVPD

For the LUMO energy (spin up / spin down), the calculation gives -0.208 / -0.207 eV. As for the total charge: 0. The value obtained for the HOMO energy (spin up / spin down) is -6.46 / -6.46 eV. As for the frontier orbital gap (spin up / spin down): 6.26 / 6.26 eV.

```
13
Properties=species:S:1:pos:R:3:forces:R:3
C 0.531 -1.696 -0.450 -0.7 -0.4 -0.2
C 1.050 0.866 0.704 -0.1 0.4 0.4
C -0.337 1.267 0.223 -0.2 0.2 0.0
C -0.612 0.392 -1.029 -0.1 0.2 -0.2
N -0.306 -0.778 -0.184 0.8 -0.4 -0.2
C -0.198 0.033 1.036 0.1 0.0 0.4
H 0.909 -2.300 0.371 0.2 0.2 -0.3
H 0.739 -1.880 -1.492 0.1 -0.4 0.0
H 1.306 1.448 1.596 -0.1 0.1 0.0
H -0.978 2.105 0.468 0.2 0.1 -0.1
H -1.646 0.329 -1.380 0.0 0.2 0.2
H 0.093 0.525 -1.861 -0.1 -0.2 0.2
H -0.552 -0.311 1.998 -0.1 0.0 -0.2
```
Forces are in eV/Å.

[11]
Formula: C5H7N
Source: the Open Molecules 2025 dataset
Level of theory: ωB97M-V/def2-TZVPD

For the LUMO energy, the calculation gives 0.918 eV. As for the total charge: 0. The value obtained for the HOMO energy is -8.18 eV. As for the frontier orbital gap: 9.10 eV.

```
13
Properties=species:S:1:pos:R:3:forces:R:3
C 0.663 0.734 1.539 0.2 0.3 0.1
N 0.147 0.323 0.260 0.1 0.6 -0.3
C -1.154 0.112 0.009 -0.1 -0.2 0.7
C -1.328 -0.613 -1.135 1.1 0.0 -0.1
C 0.002 -0.699 -1.729 0.0 -0.2 0.4
C 0.865 -0.135 -0.831 0.0 0.2 0.1
H 0.978 -0.119 2.155 -0.1 0.1 -0.2
H -0.125 1.270 2.071 0.2 0.0 0.0
H 1.508 1.396 1.376 0.1 0.1 0.2
H -1.958 0.299 0.700 0.3 0.0 0.5
H -1.851 -1.432 -0.671 -1.6 -0.9 -1.7
H 0.311 -1.077 -2.705 -0.3 -0.1 0.5
H 1.935 0.001 -0.839 0.0 0.1 -0.2
```
Forces are in eV/Å.

[12]
Formula: C5H7N
Source: the Open Molecules 2025 dataset
Level of theory: ωB97M-V/def2-TZVPD

For the LUMO energy (spin up / spin down), the calculation gives 0.500 / 0.750 eV. As for the total charge: 0. The value obtained for the HOMO energy (spin up / spin down) is -5.86 / -6.90 eV. As for the frontier orbital gap (spin up / spin down): 6.36 / 7.65 eV.

```
13
Properties=species:S:1:pos:R:3:forces:R:3
C -1.658 1.006 0.686 -0.2 0.1 0.1
C -0.527 0.262 0.167 -0.2 -0.1 -0.6
C -0.164 -1.142 0.245 0.4 -0.6 0.5
C 1.200 -1.279 -0.104 -0.3 -0.1 0.1
C 1.680 -0.028 -0.390 0.2 0.0 -0.1
N 0.662 0.883 -0.277 0.0 0.4 0.1
H -1.862 1.951 0.186 0.0 -0.1 0.1
H -1.113 -0.103 -0.761 -0.1 0.3 -0.3
H -2.530 0.412 0.942 0.1 0.1 0.0
H -0.879 -1.922 0.470 0.1 0.1 0.0
H 1.757 -2.203 -0.172 -0.1 0.2 0.0
H 2.658 0.280 -0.736 -0.2 -0.1 0.1
H 0.778 1.883 -0.256 0.0 -0.2 0.0
```
Forces are in eV/Å.

What maximum force values result from the calculations? In sequence: 4.0; 0.2; 2.8; 0.8; 0.6; 0.6; 0.3; 0.8; 1.1; 0.9; 2.5; 0.9 eV/A.
What total energy values result from the calculations? In sequence: -249.2740; -249.4681; -249.2739; -249.3640; -249.3961; -249.3914; -249.4381; -249.2252; -249.2634; -249.2490; -249.4017; -249.3227 Eh.